Entry 1:
Entry from the Open Molecules 2025 dataset: a molecular structure, C6H14O2 in a non-equilibrium geometry (ωB97M-V with the def2-TZVPD basis set).

The value obtained for the energy above the lowest of the compared OMol25 structures with the same formula, charge and spin is 4.874 eV. The multiplicity is 1. The total charge is 0. The HOMO energy comes out at -8.2 eV. The value obtained for the energy is -10539.742 eV. As for the HOMO-LUMO gap: 0.30904 Ha.

Last column: Mulliken charge in e.
Element x y z (Å)
C (-1.048, 0.393, -0.366)  -0.90
C (-0.265, 0.207, 1.957)  -0.64
C (-1.938, -0.830, -0.410)  -0.97
C (0.866, 0.989, 2.166)  -0.77
H (-0.983, 0.880, -1.334)  0.43
H (-1.438, 1.190, 0.260)  0.53
H (-1.255, 0.590, 2.149)  0.45
H (-0.190, -0.862, 1.819)  0.33
H (-1.392, -1.726, -0.709)  0.26
H (-2.383, -1.050, 0.562)  0.32
H (0.728, 1.989, 2.565)  0.34
H (1.761, 0.490, 2.537)  0.34
H (-2.760, -0.711, -1.124)  0.33
H (1.363, 1.077, 0.910)  0.40
C (0.830, -0.182, -2.261)  -1.40
C (0.938, -0.070, -0.756)  0.72
O (1.142, -1.340, -0.209)  -0.50
O (1.684, 0.882, -0.302)  -0.73
H (1.865, -1.274, 0.427)  0.37
H (0.045, -0.880, -2.552)  0.34
H (0.643, 0.796, -2.696)  0.38
H (1.786, -0.556, -2.633)  0.38

Atoms 1-3, force components in eV/Å:
1.09 -0.17 -0.81
0.87 0.50 0.27
-0.10 -0.04 -0.01

Entry 2:
Entry from the Open Molecules 2025 dataset: 3 unconnected molecules or ions with the total composition C6H14O2 in a non-equilibrium geometry (ωB97M-V with the def2-TZVPD basis set).

The value obtained for the energy above the lowest of the compared OMol25 structures with the same formula, charge and spin is 3.030 eV. The multiplicity is 1. The total charge is 0. The HOMO energy comes out at -8.7 eV. The value obtained for the energy is -10541.587 eV. As for the HOMO-LUMO gap: 0.33937 Ha. Its SMILES is C=C(C)C(=C)C.O.O.

Last column: Mulliken charge in e.
Element x y z (Å)
C (-0.588, -1.649, 1.794)  -1.40
C (-1.093, -0.314, 1.189)  0.64
C (-2.137, 0.329, 1.718)  -1.11
C (-0.140, 1.649, -0.120)  -0.83
C (-0.458, 0.253, -0.007)  0.74
C (-0.107, -0.643, -1.143)  -1.20
H (0.209, -2.140, 1.092)  0.29
H (-1.440, -2.274, 1.985)  0.40
H (-0.144, -1.542, 2.733)  0.41
H (-2.610, 1.160, 1.238)  0.37
H (-2.464, 0.111, 2.721)  0.30
H (0.244, 1.980, -1.110)  0.18
H (-0.373, 2.321, 0.675)  0.41
H (-0.396, -1.725, -0.916)  0.34
H (0.901, -0.848, -1.474)  0.18
H (-0.620, -0.396, -2.083)  0.33
H (2.204, -0.019, 0.978)  0.34
H (2.356, -0.607, -0.446)  0.32
O (2.846, -0.641, 0.531)  -0.68
H (1.985, 1.999, -3.008)  0.30
H (0.532, 1.701, -3.377)  0.31
O (1.293, 1.296, -2.969)  -0.61

Atoms 1-3, force components in eV/Å:
0.80 0.22 -2.88
-0.05 -0.28 0.53
0.56 -0.07 0.48